The following is a DFT calculation (ωB97M-V with the def2-TZVPD basis set) of one molecule with the formula C5H12N2.

XYZ file:
```
19
Properties=species:S:1:pos:R:3:forces:R:3
H -4.121 0.556 -0.621 0.0 0.2 -0.2
H -2.825 -0.379 -0.507 0.4 0.0 -0.4
H -0.724 0.071 -0.947 -0.3 -0.3 -0.2
C 1.848 -0.416 -0.180 1.0 0.2 0.2
H 1.749 -2.596 -0.143 -0.3 -0.1 0.7
H 0.227 1.508 -0.928 -0.3 0.4 0.1
H 0.217 -0.657 1.179 -0.1 -0.1 -0.3
H 0.940 0.834 1.452 0.6 0.4 -0.2
C -2.538 1.504 0.142 -0.4 -0.8 -0.5
H 2.567 -1.810 1.336 -0.5 -0.4 0.1
C 0.701 0.165 0.631 -1.1 -0.8 0.0
H -3.290 2.223 0.468 0.3 0.1 0.5
C -0.340 0.832 -0.279 0.9 -0.7 0.7
C 2.359 -1.792 0.268 0.8 0.6 -0.7
H 3.340 -1.938 -0.197 0.0 -0.1 0.0
N -1.330 1.549 0.488 0.0 1.2 -0.5
N -3.115 0.564 -0.748 -0.3 -0.2 0.5
H 2.701 0.273 -0.168 -0.1 0.1 0.2
H 1.633 -0.491 -1.247 -0.5 0.1 0.0
```
Positions in Å, forces in eV/Å.

Calculated values
**Strongest force on any atom**: 0.0272 hartree/bohr
**Structure (SMILES)**: CCCC/N=C\N
**Charge**: 0
**E_HOMO**: -8.98 eV
**2S+1**: 1
**Gap between HOMO and LUMO**: 0.36596 Eh

The following is a DFT calculation (ωB97M-V with the def2-TZVPD basis set) of one molecule with the formula C8H12.

XYZ file:
```
20
Properties=species:S:1:pos:R:3:forces:R:3
H 0.652 -2.194 0.476 -0.7 0.6 0.1
C 2.153 -0.458 -0.146 0.0 1.8 -1.3
H -1.137 -2.222 0.255 -0.1 0.2 0.5
H -0.121 -1.964 -1.084 0.1 0.0 0.3
C 1.102 1.964 -0.027 0.8 1.2 -2.5
H -3.157 2.133 0.859 1.0 -1.9 -0.8
H 1.180 2.253 -1.134 -0.2 0.0 1.2
H 2.488 -1.052 0.683 -0.5 -0.2 0.7
C -0.322 -0.093 0.018 2.3 -2.2 0.8
C -0.216 -1.710 -0.009 -0.4 1.1 -1.3
C -3.121 -0.194 -0.253 1.3 0.5 -0.2
H 0.392 2.643 0.431 -0.6 -0.6 0.1
H -3.344 -0.218 -1.349 -0.1 0.1 1.0
C -1.746 0.339 0.124 1.1 1.1 -0.3
H 3.039 0.104 -0.436 0.1 0.3 -0.1
C -2.713 1.165 0.422 -0.9 -0.1 0.2
C 0.954 0.506 -0.021 -3.9 -2.3 1.2
H -3.401 -1.100 0.308 -0.5 0.7 -0.1
H 1.941 -1.105 -0.991 0.1 -0.3 0.0
H 2.058 2.258 0.333 1.0 0.2 0.6
```
Positions in Å, forces in eV/Å.

Calculated values
**Strongest force on any atom**: 0.0909 hartree/bohr
**Structure (SMILES)**: CC(C)=C(C)C1=CC1
**Charge**: 0
**E_HOMO**: -8.13 eV
**2S+1**: 1
**Gap between HOMO and LUMO**: 0.33520 Eh

The following is a DFT calculation (ωB97M-V with the def2-TZVPD basis set) of a 3-piece molecular cluster, C3H11N2 overall.

XYZ file:
```
16
Properties=species:S:1:pos:R:3:forces:R:3
H -0.744 -0.902 2.505 0.1 0.2 0.1
C 0.998 -0.008 1.390 -1.0 0.0 0.4
H -0.313 -1.387 0.889 -1.2 -1.3 -1.2
H -16.710 -0.140 -19.202 -1.3 1.0 4.3
H -1.061 0.300 1.161 -0.8 -0.8 -0.1
C -0.492 -0.555 1.505 2.8 1.5 0.6
H 2.299 0.961 0.055 -0.1 0.3 -0.6
H 2.829 -0.504 1.796 0.6 -0.4 0.2
H 1.050 1.014 1.816 0.0 -0.6 0.9
C 1.348 0.425 -0.064 -0.8 -1.5 2.2
H 1.500 -0.434 -0.747 -0.2 0.4 0.0
H -17.117 0.171 -17.875 1.3 -1.0 -4.3
N 1.945 -0.990 1.831 0.6 0.0 0.5
H 0.302 1.655 -1.274 -0.5 -0.9 2.2
H 1.826 -1.330 2.788 -0.2 0.3 -0.3
N 0.195 1.219 -0.262 0.5 2.7 -4.8
```
Positions in Å, forces in eV/Å.

Calculated values
**Strongest force on any atom**: 0.1069 hartree/bohr
**Charge**: 0
**E_HOMO (spin up / spin down)**: -9.21 / -9.24 eV
**2S+1**: 2
**Gap between HOMO and LUMO (spin up / spin down)**: 0.33358 / 0.32301 Eh
**<S²>**: 0.75

The records above give, respectively, ΔE to the lowest compared entry with this formula, charge and spin values of 23.2; 72.3; 110.0 kcal per mole.